{
  "formula": "C6H13N",
  "method": "ωB97M-V/def2-TZVPD",
  "symbols": ["C", "C", "C", "N", "C", "C", "C", "H", "H", "H", "H", "H", "H", "H", "H", "H", "H", "H", "H", "H"],
  "positions_angstrom": [[2.9513, -0.4436, -0.1997], [1.4619, -0.5431, -0.0184], [0.7151, 0.6327, -0.5755], [-0.6469, 0.2665, -0.3249], [-1.6458, 1.1096, -0.7629], [-1.5136, 0.4398, 0.7796], [-2.4706, -0.7475, 1.0016], [3.3235, 0.4829, 0.2495], [3.2002, -0.4277, -1.2671], [3.4502, -1.2933, 0.2666], [1.0324, -1.4193, -0.5185], [1.1680, -0.6183, 1.0371], [0.8335, 0.6900, -1.6730], [1.0704, 1.6137, -0.1853], [-2.4018, 0.6349, -1.4002], [-1.2278, 1.9998, -1.2781], [-1.1125, 0.8033, 1.7547], [-3.4019, -0.4376, 1.4922], [-2.7234, -1.1619, 0.0233], [-2.0624, -1.5809, 1.5989]],
  "forces_ev_per_a": [[0.29, -0.05, 0.04], [0.32, -0.15, 0.11], [-0.01, -0.29, 0.24], [0.86, -1.97, -1.36], [-0.84, 0.39, 0.82], [-0.24, 0.46, -0.73], [-0.03, 0.21, -0.23], [0.11, -0.15, -0.03], [0.07, -0.02, 0.16], [0.18, 0.08, -0.06], [0.29, 0.03, 0.15], [0.29, -0.10, -0.06], [-0.08, -0.06, 0.35], [-0.33, -0.29, 0.20], [-0.12, 0.13, 0.38], [-0.77, 0.32, 1.34], [-0.40, 0.87, -1.17], [0.21, 0.08, -0.10], [-0.06, 0.00, 0.09], [0.26, 0.50, -0.14]],
  "smiles": "CCCN1C[C@H]1C",
  "homo_energy_ev": -7.883,
  "relative_energy_kj_mol": 245.6
}

---

{
  "formula": "C6H13N",
  "method": "ωB97M-V/def2-TZVPD",
  "symbols": ["C", "C", "C", "C", "C", "C", "N", "H", "H", "H", "H", "H", "H", "H", "H", "H", "H", "H", "H", "H"],
  "positions_angstrom": [[1.3428, 0.7209, 1.3460], [0.6947, 0.0543, 0.3829], [1.0835, 0.3682, -1.0699], [1.3915, -0.8921, -1.8961], [-0.4327, -0.8973, 0.6126], [-1.8102, -0.3455, 0.1901], [-2.0792, 0.9998, 0.6475], [0.9424, 0.8129, 2.3489], [2.2395, 1.2799, 1.1362], [0.2887, 0.9552, -1.5266], [2.0042, 0.9494, -1.0143], [0.7105, -1.7421, -1.8420], [2.3640, -1.3431, -1.6737], [1.5549, -0.6293, -2.9428], [-0.3444, -1.8337, 0.0490], [-0.3989, -1.2248, 1.6581], [-1.7888, -0.2968, -0.9098], [-2.5310, -1.0546, 0.5934], [-2.8578, 1.0973, 1.2614], [-1.3209, 1.6500, 0.7294]],
  "forces_ev_per_a": [[-0.80, -0.22, 0.00], [0.75, 0.62, -0.78], [0.43, -1.58, 0.79], [0.83, -0.11, -0.70], [-0.37, -0.22, 0.51], [1.15, 0.68, -0.04], [-0.62, -0.39, -0.25], [0.26, -0.56, 0.20], [-0.03, 0.37, -0.18], [-0.03, 0.07, -0.10], [-0.20, 0.29, -0.24], [-0.42, 0.42, 0.01], [0.01, 0.25, 0.64], [-0.50, 0.05, -0.16], [0.47, 0.19, -0.09], [-0.31, 0.31, 0.02], [-0.39, -0.61, 0.14], [-0.37, 0.21, -0.43], [0.06, 0.31, 0.40], [0.09, -0.08, 0.27]],
  "smiles": "C=C(CC)CCN",
  "homo_energy_ev": -8.636,
  "relative_energy_kj_mol": 87.9
}

---

{
  "formula": "C6H13N",
  "method": "ωB97M-V/def2-TZVPD",
  "symbols": ["C", "C", "C", "C", "C", "C", "N", "H", "H", "H", "H", "H", "H", "H", "H", "H", "H", "H", "H", "H"],
  "positions_angstrom": [[2.7106, -0.2602, 1.5045], [1.7331, 0.8215, 1.0015], [0.4507, 0.6856, 0.8731], [-0.3940, 1.3047, -0.3368], [-0.9180, 0.4389, -1.4968], [-1.1731, -1.0160, -1.0736], [-2.1621, -1.3271, 0.0567], [3.6155, 0.2441, 1.8523], [2.1199, -0.5105, 2.4374], [2.6766, -1.1875, 0.8847], [2.1152, 1.5345, 0.3217], [-0.0616, -0.2252, 1.4558], [0.3320, 1.9213, -0.8560], [-1.2771, 1.7956, 0.1094], [-0.4623, 0.5947, -2.4388], [-1.9830, 0.8867, -1.5524], [-1.6942, -1.5476, -1.9904], [-0.1027, -1.3678, -0.8717], [-2.7222, -2.0881, -0.3182], [-2.8031, -0.6974, 0.4376]],
  "forces_ev_per_a": [[-2.92, 1.06, 2.28], [2.01, -1.16, -1.49], [-4.04, -3.11, -0.64], [1.34, -0.02, 1.87], [-4.37, 0.04, 2.93], [-0.63, -0.74, -1.54], [2.24, -1.83, -1.71], [0.33, -0.88, -0.53], [1.12, -0.48, -0.49], [0.74, 1.09, 0.26], [0.93, 1.02, -0.54], [0.87, 2.06, -1.21], [-0.25, 1.15, 0.48], [0.77, 0.38, -0.34], [0.84, -0.27, -0.72], [1.42, -0.67, -0.81], [1.76, 0.77, 1.51], [-1.75, -0.48, 0.05], [0.15, 0.13, 0.42], [-0.56, 1.92, 0.21]],
  "smiles": "C/C=C/CCCN",
  "homo_energy_ev": -9.163,
  "relative_energy_kj_mol": 283.2
}

---

{
  "formula": "C6H13N",
  "method": "ωB97M-V/def2-TZVPD",
  "symbols": ["C", "C", "C", "C", "C", "N", "C", "H", "H", "H", "H", "H", "H", "H", "H", "H", "H", "H", "H", "H"],
  "positions_angstrom": [[2.4717, 0.7997, 0.6144], [1.7004, 0.4843, -0.6696], [0.4303, -0.2682, -0.3835], [0.5638, -1.7287, -0.0425], [-0.7541, 0.3446, -0.4245], [-1.9885, -0.2635, -0.2539], [-3.0910, 0.5363, 0.2227], [2.7255, -0.1147, 1.1456], [1.8666, 1.4196, 1.2721], [3.3929, 1.3317, 0.3862], [1.4663, 1.4196, -1.1816], [2.3368, -0.1102, -1.3309], [0.0730, -1.9626, 0.9042], [1.6110, -2.0056, 0.0440], [0.1123, -2.3515, -0.8162], [-0.8186, 1.3943, -0.6786], [-1.9305, -1.1705, 0.1893], [-2.9978, 0.8235, 1.2798], [-4.0174, -0.0240, 0.0971], [-3.1527, 1.4459, -0.3744]],
  "forces_ev_per_a": [[0.01, 0.00, -0.25], [-0.13, 0.10, 0.28], [0.08, 0.09, -0.07], [-0.18, 0.24, -0.03], [0.19, -0.08, -0.11], [0.02, -0.43, 0.05], [-0.08, 0.04, 0.18], [0.06, -0.08, 0.11], [-0.04, 0.04, 0.08], [0.14, 0.04, 0.06], [0.03, -0.01, -0.08], [0.00, 0.05, -0.10], [-0.01, -0.12, 0.08], [0.07, -0.09, 0.04], [-0.03, -0.13, -0.04], [0.03, 0.14, -0.06], [-0.03, 0.07, -0.07], [-0.03, 0.04, -0.07], [-0.03, 0.09, 0.00], [-0.07, 0.00, 0.00]],
  "smiles": "CC/C(C)=C/NC",
  "homo_energy_ev": -7.485,
  "relative_energy_kj_mol": 41.0
}

---

| no. | E (eV) | LUMO energy (eV) |
| --- | --- | --- |
| 1 | -7920.2877 | 1.21 |
| 2 | -7921.9217 | 1.11 |
| 3 | -7919.8981 | 1.03 |
| 4 | -7922.4086 | 1.07 |